# C16H16N2O6S

An isolated molecule of C16H16N2O6S at a distorted geometry (ωB97M-V/def2-TZVPD, the OMol25 dataset).

Output
Lowest unoccupied orbital energy ... 0.021 Ha
Total charge ... 0
Energy ... -1578.3396 Ha
ΔE to the lowest compared entry with this formula, charge and spin ... 360.13 kJ/mol
Structure (SMILES) ... COc1ccc(OC)c(S(=O)(=O)N/N=C\c2ccc3c(c2)OCO3)c1

Cartesian coordinates (Å):
C: 0.053 -3.823 0.154
H: -0.161 -4.827 -0.210
O: 0.625 -3.140 -0.941
C: 1.016 -1.853 -0.762
C: 1.582 -1.215 -1.868
C: 2.005 0.097 -1.806
C: 1.880 0.821 -0.620
C: 1.314 0.176 0.471
C: 0.892 -1.137 0.424
H: 0.464 -1.548 1.323
S: 1.273 1.000 2.056
O: 2.631 1.145 2.492
O: 0.355 0.301 2.908
N: 0.724 2.601 1.847
N: -0.453 3.048 2.344
C: -1.537 2.408 2.194
C: -1.809 1.211 1.390
C: -2.552 0.154 1.900
C: -2.866 -0.957 1.126
C: -2.443 -0.950 -0.183
C: -1.723 0.121 -0.712
C: -1.380 1.205 0.055
H: -0.828 2.033 -0.357
O: -1.446 -0.124 -2.032
C: -2.016 -1.384 -2.318
O: -2.623 -1.901 -1.153
H: -1.231 -2.076 -2.660
H: -2.776 -1.273 -3.109
H: -3.425 -1.787 1.526
H: -2.867 0.187 2.931
H: -2.380 2.854 2.709
H: 1.480 3.225 2.097
O: 2.248 2.112 -0.433
C: 2.874 2.791 -1.501
H: 3.803 2.298 -1.800
H: 2.208 2.876 -2.366
H: 3.099 3.785 -1.120
H: 2.432 0.548 -2.687
H: 1.682 -1.774 -2.785
H: -0.876 -3.349 0.480
H: 0.749 -3.880 0.996